C4H8OS | ωB97M-V with the def2-TZVPD basis set

Its frontier orbital gap is 9.661 eV. The HOMO energy comes out at -9.82 eV. As for the LUMO energy: -0.16 eV. The calculation puts the energy relative to the best compared isomer or geometry (same formula, charge and spin) at 71.6 kcal per mole.

Last column: Löwdin charge in e.
Atoms and positions in Å:
C (-2.31, -0.95, -0.03)  -0.29
C (1.69, -1.04, -0.07)  -0.03
C (1.19, 1.39, -0.10)  -0.13
C (1.78, 0.13, 0.55)  -0.23
O (-4.19, 0.61, -0.41)  -0.57
S (-2.99, 0.43, 0.41)  0.88
H (-2.39, -1.70, -0.73)  0.02
H (-1.41, -0.97, 0.50)  -0.04
H (0.94, -1.36, -0.77)  0.05
H (2.23, -1.92, 0.22)  0.04
H (0.25, 1.78, 0.43)  0.08
H (1.91, 2.23, -0.30)  0.08
H (0.87, 1.04, -1.10)  0.07
H (2.44, 0.35, 1.39)  0.09